Computed, not measured: a cluster of 3 separate species, C3H15N2O2S in total at a distorted geometry, with the ωB97M-V functional and the def2-TZVPD basis.

Geometry as XYZ:
```
23
Properties=species:S:1:pos:R:3:forces:R:3
N -0.431193 -0.621872 -0.261029 2.0 -1.8 -1.4
C 0.440050 0.573086 0.080458 0.1 -0.5 3.5
C -0.378882 1.876257 0.063978 -0.2 -1.5 -2.2
S -1.099615 2.215186 -1.641853 -0.3 -0.7 0.8
C 0.873476 0.256441 1.605841 1.7 2.4 -0.4
N 2.116536 -0.564363 1.828914 -1.3 -0.8 0.0
H -0.373167 -1.494747 0.401533 0.1 2.5 -1.0
H -1.453486 -0.288838 -0.205207 1.0 -1.2 -1.0
H 0.134648 -1.002932 -1.165935 -2.5 0.8 1.4
H 1.271762 0.695085 -0.600263 0.2 -0.6 -0.1
H -1.291292 1.704846 0.580002 -0.6 0.2 1.1
H 0.208576 2.663582 0.459091 0.3 0.9 0.3
H -0.360499 3.171046 -2.162207 0.7 0.4 0.1
H -0.042958 0.069051 2.181113 0.2 -0.8 -0.2
H 1.192727 1.235118 2.031687 -0.4 -0.3 -0.4
H 2.434117 -1.042833 1.001504 0.0 0.1 -0.5
H 2.057107 -1.314981 2.536317 -0.4 0.9 -0.3
H -3.724853 -0.474535 0.550643 -1.5 0.3 1.8
H -3.502541 -0.481426 -0.912932 0.0 0.0 -0.4
O -3.051173 -0.599435 -0.072923 1.0 -0.2 -1.4
H 1.356673 -2.626370 -1.585848 -1.1 -4.0 1.9
H 2.007144 -2.097844 -2.767076 0.5 0.1 -1.2
O 1.616844 -1.849520 -1.945807 0.4 3.9 -0.5
```
Positions in Å, forces in eV/Å.

The energy above the lowest of the compared OMol25 structures with the same formula, charge and spin comes out at 40.8 kcal per mole. For the HOMO-LUMO gap, the calculation gives 9.703 eV. The highest occupied orbital energy is -12.7562 eV. Its net charge is +1. As for the lowest unoccupied orbital energy: -3.05 eV.